Entry from the OMol25 dataset: the molecule C2H3BrN2O2 in a non-equilibrium geometry (ωB97M-V/def2-TZVPD).

Geometry as XYZ:
```
10
Properties=species:S:1:pos:R:3:forces:R:3
C 0.006 0.709 0.914 1.947 0.184 -1.425
C -0.765 0.668 -0.358 1.068 -2.171 1.273
N -0.059 -0.567 0.226 -2.899 0.436 1.139
N 0.917 -1.270 -0.514 1.430 2.213 3.743
O 2.015 -1.366 0.019 -0.508 0.124 -0.432
O 0.520 -1.779 -1.476 -0.853 -1.545 -3.250
Br -2.631 0.971 -0.347 -0.019 -0.387 0.002
H 0.961 1.205 1.090 -0.116 0.035 -0.582
H -0.621 0.765 1.755 -0.684 -0.324 1.121
H -0.343 0.664 -1.309 0.634 1.435 -1.589
```
Forces are in eV/Å.

Its HOMO energy is -10.6 eV. The value obtained for the energy is -79234.7895 eV. Its largest force on an atom is 0.0890 Eh/bohr. For the energy above the lowest of the compared OMol25 structures with the same formula, charge and spin, the calculation gives 136.2 kJ/mol. The spin multiplicity is 1. Its HOMO-LUMO gap is 0.4029 hartree. Its SMILES is O=[N+]([O-])N1C[C@@H]1Br. Its charge is 0.

Here are the Mulliken charges for atoms 1 to 2, given in e:
1. C -0.1497
2. C -0.2669

Entry from the OMol25 dataset: the molecule C2H3BrN2S in a non-equilibrium geometry (ωB97M-V/def2-TZVPD).

Geometry as XYZ:
```
9
Properties=species:S:1:pos:R:3:forces:R:3
C 1.490 -0.654 0.444 0.276 -0.520 0.559
C 0.558 0.450 0.323 -0.763 -0.509 3.257
N 2.323 -1.416 0.273 0.486 -0.730 0.123
N -0.424 0.100 -0.638 -1.717 -0.049 -1.208
S -1.835 -0.793 -0.367 0.689 0.341 0.679
Br -3.459 0.655 0.101 0.340 0.020 -0.232
H 0.078 0.761 1.360 1.036 -0.561 -2.257
H 1.291 1.152 -0.009 -0.395 1.623 -0.475
H -0.022 -0.256 -1.488 0.047 0.385 -0.446
```
Forces are in eV/Å.

Its HOMO energy is -9.3 eV. The value obtained for the energy is -85979.1557 eV. Its largest force on an atom is 0.0658 Eh/bohr. For the energy above the lowest of the compared OMol25 structures with the same formula, charge and spin, the calculation gives 80.4 kJ/mol. The spin multiplicity is 1. Its HOMO-LUMO gap is 0.3243 hartree. Its SMILES is N#CCNSBr. Its charge is 0.

Here are the Mulliken charges for atoms 1 to 2, given in e:
1. C 0.2209
2. C -0.2382

Entry from the OMol25 dataset: the molecule C2H3BrN2S in a non-equilibrium geometry (ωB97M-V/def2-TZVPD).

Geometry as XYZ:
```
9
Properties=species:S:1:pos:R:3:forces:R:3
C 0.779 -0.561 -0.277 -0.627 0.599 1.789
C 0.869 -0.281 1.047 -3.858 3.829 -3.416
N -0.536 1.176 -0.374 3.884 -1.809 3.068
N -0.135 0.131 -1.053 0.567 0.328 -0.086
S -0.204 1.064 1.388 -0.094 -0.468 -1.389
Br -2.138 -1.099 -1.327 -0.113 -0.422 0.109
H 1.356 -1.362 -0.563 0.728 -1.638 -1.755
H 1.324 -0.705 1.820 2.209 -1.861 2.745
H -1.316 1.638 -0.662 -2.696 1.441 -1.065
```
Forces are in eV/Å.

Its HOMO energy (spin up / spin down) is -8.3 / -7.9 eV. The value obtained for the energy is -85977.3557 eV. Its largest force on an atom is 0.1248 Eh/bohr. For the energy above the lowest of the compared OMol25 structures with the same formula, charge and spin, the calculation gives 254.1 kJ/mol. The spin multiplicity is 1. Its HOMO-LUMO gap (spin up / spin down) is 0.2646 / 0.2421 hartree. Its SMILES is BrN1C=CSN1. Its charge is 0.

Here are the Mulliken charges for atoms 1 to 2, given in e:
1. C -0.2214
2. C -0.1464

Entry from the OMol25 dataset: C2H3BrO as an isolated structure in a non-equilibrium geometry (ωB97M-V/def2-TZVPD).

Geometry as XYZ:
```
7
Properties=species:S:1:pos:R:3:forces:R:3
C -0.781 0.754 -0.226 -0.013 -0.055 0.019
C 0.368 -0.688 0.325 -2.673 2.636 -0.041
O -1.727 1.433 0.133 2.548 -2.574 0.238
Br 2.120 -0.052 -0.046 0.009 0.042 -0.062
H 0.239 -0.909 1.375 0.064 -0.129 0.011
H -0.315 0.945 -1.205 0.053 0.178 -0.187
H 0.096 -1.483 -0.355 0.012 -0.099 0.021
```
Forces are in eV/Å.

Its HOMO energy is -9.6 eV. The value obtained for the energy is -74210.5641 eV. Its largest force on an atom is 0.0730 Eh/bohr. For the energy above the lowest of the compared OMol25 structures with the same formula, charge and spin, the calculation gives 178.4 kJ/mol. The spin multiplicity is 1. Its HOMO-LUMO gap is 0.3728 hartree. Its charge is 0.

Here are the Mulliken charges for atoms 1 to 2, given in e:
1. C 0.1218
2. C -0.5193

Entry from the OMol25 dataset: a 2-piece molecular cluster, C2H3BrO2 overall in a non-equilibrium geometry (ωB97M-V/def2-TZVPD).

Geometry as XYZ:
```
8
Properties=species:S:1:pos:R:3:forces:R:3
C -0.974 -0.509 0.463 -0.877 0.354 -0.617
C 0.231 0.282 0.385 0.981 -1.381 -2.763
O 0.290 -0.838 1.067 1.099 0.115 0.397
O 1.192 -0.197 -1.628 -1.471 0.479 2.883
Br 0.827 1.937 0.873 0.167 0.256 0.119
H -1.754 -0.254 1.176 0.108 0.022 -0.096
H -1.237 -1.108 -0.398 0.038 0.006 0.004
H 1.425 0.686 -1.937 -0.044 0.149 0.074
```
Forces are in eV/Å.

Its HOMO energy (spin up / spin down) is -9.6 / -9.6 eV. The value obtained for the energy is -76255.2224 eV. Its largest force on an atom is 0.0636 Eh/bohr. For the energy above the lowest of the compared OMol25 structures with the same formula, charge and spin, the calculation gives 487.7 kJ/mol. The spin multiplicity is 1. Its HOMO-LUMO gap (spin up / spin down) is 0.3254 / 0.3235 hartree. Its charge is 0.

Here are the Mulliken charges for atoms 1 to 2, given in e:
1. C -0.1858
2. C 0.3958

Entry from the OMol25 dataset: the molecule C2H3BrO2 in a non-equilibrium geometry (ωB97M-V/def2-TZVPD).

Geometry as XYZ:
```
8
Properties=species:S:1:pos:R:3:forces:R:3
C 0.419 1.279 0.074 -0.028 -1.489 -0.206
C -0.139 -0.363 -0.325 -2.109 3.028 2.934
O -0.025 2.397 0.079 0.033 -2.623 -0.425
O 0.514 -1.201 0.527 -0.668 -1.569 0.224
Br -2.223 -0.315 0.014 1.426 -0.137 -0.193
H 1.423 0.987 0.408 0.408 0.638 0.304
H -0.109 -0.627 -1.320 0.184 -0.361 -2.263
H 0.141 -2.157 0.543 0.754 2.513 -0.373
```
Forces are in eV/Å.

Its HOMO energy is -10.0 eV. The value obtained for the energy is -76258.1577 eV. Its largest force on an atom is 0.0917 Eh/bohr. For the energy above the lowest of the compared OMol25 structures with the same formula, charge and spin, the calculation gives 204.5 kJ/mol. The spin multiplicity is 1. Its HOMO-LUMO gap is 0.3715 hartree. Its SMILES is O=C[C@@H](O)Br. Its charge is 0.

Here are the Mulliken charges for atoms 1 to 2, given in e:
1. C 0.1829
2. C -0.1749

Entry from the OMol25 dataset: a 2-piece molecular cluster, C2H3BrO2 overall in a non-equilibrium geometry (ωB97M-V/def2-TZVPD).

Geometry as XYZ:
```
8
Properties=species:S:1:pos:R:3:forces:R:3
C 1.442 0.784 0.170 3.342 -3.121 0.057
C -1.159 -0.769 -0.162 0.634 2.742 -3.155
O 2.195 -0.172 0.316 -0.716 0.022 0.078
O 0.214 0.857 0.079 -5.883 -1.419 -0.686
Br -2.743 0.062 0.292 0.482 -0.082 -0.258
H 1.876 1.717 0.010 0.949 2.474 -0.055
H -1.025 -1.091 -1.261 -0.070 0.995 1.976
H -0.799 -1.388 0.556 1.262 -1.611 2.042
```
Forces are in eV/Å.

Its HOMO energy is -9.6 eV. The value obtained for the energy is -76256.9268 eV. Its largest force on an atom is 0.1184 Eh/bohr. For the energy above the lowest of the compared OMol25 structures with the same formula, charge and spin, the calculation gives 323.3 kJ/mol. The spin multiplicity is 1. Its HOMO-LUMO gap is 0.2921 hartree. Its charge is 0.

Here are the Mulliken charges for atoms 1 to 2, given in e:
1. C 0.1213
2. C -0.1621

Entry from the OMol25 dataset: C2H3BrOS as an isolated structure in a non-equilibrium geometry (ωB97M-V/def2-TZVPD).

Geometry as XYZ:
```
8
Properties=species:S:1:pos:R:3:forces:R:3
C -2.014 -0.805 0.614 -0.420 0.007 0.283
C 1.667 1.105 -0.126 0.015 0.120 2.318
O 2.124 1.141 1.001 -0.284 -0.065 -1.236
S -1.018 -1.581 -0.471 0.216 -2.090 1.345
Br -2.818 0.719 -0.171 0.286 0.020 -0.093
H 2.289 1.056 -0.995 0.663 -0.054 -0.853
H 0.587 1.125 -0.267 -0.402 0.024 -0.233
H -0.816 -2.761 0.413 -0.074 2.039 -1.531
```
Forces are in eV/Å.

Its HOMO energy is -9.1 eV. The value obtained for the energy is -85043.9391 eV. Its largest force on an atom is 0.0496 Eh/bohr. For the energy above the lowest of the compared OMol25 structures with the same formula, charge and spin, the calculation gives 338.9 kJ/mol. The spin multiplicity is 1. Its HOMO-LUMO gap is 0.3095 hartree. Its charge is 0.

Here are the Mulliken charges for atoms 1 to 2, given in e:
1. C -0.0176
2. C 0.0648

Entry from the OMol25 dataset: C2H3BrOS as an isolated structure (ωB97M-V/def2-TZVPD).

Geometry as XYZ:
```
8
Properties=species:S:1:pos:R:3:forces:R:3
C -0.042 -0.292 1.876 -0.385 -0.231 -0.460
C 0.517 -0.016 -2.265 -0.156 0.302 0.630
O 0.826 -0.767 -3.139 0.128 -0.289 -0.406
S -1.353 0.354 2.701 0.369 0.042 0.084
Br 1.607 0.216 2.580 0.044 0.202 0.304
H 0.136 1.001 -2.461 -0.021 0.096 -0.180
H 0.584 -0.283 -1.195 0.048 -0.125 -0.005
H -2.275 -0.213 1.904 -0.028 0.003 0.033
```
Forces are in eV/Å.

Its HOMO energy is -9.1 eV. The value obtained for the energy is -85044.2104 eV. Its largest force on an atom is 0.0139 Eh/bohr. For the energy above the lowest of the compared OMol25 structures with the same formula, charge and spin, the calculation gives 312.7 kJ/mol. The spin multiplicity is 1. Its HOMO-LUMO gap is 0.3071 hartree. Its charge is 0.

Here are the Mulliken charges for atoms 1 to 2, given in e:
1. C -0.0748
2. C 0.0601

Entry from the OMol25 dataset: the molecule C2H3BrS in a non-equilibrium geometry (ωB97M-V/def2-TZVPD).

Geometry as XYZ:
```
7
Properties=species:S:1:pos:R:3:forces:R:3
C 0.181 -0.802 -0.001 -0.795 0.651 -0.977
C -0.003 0.613 -0.260 2.500 2.976 3.779
S -0.894 -0.212 -1.363 -0.751 -0.854 -1.730
Br -1.082 1.840 1.501 1.105 -1.307 -1.868
H 1.118 -1.202 -0.181 1.822 -0.587 -0.915
H -0.326 -1.404 0.656 -1.529 -0.625 1.911
H 1.007 1.167 -0.352 -2.351 -0.255 -0.200
```
Forces are in eV/Å.

Its HOMO energy is -9.6 eV. The value obtained for the energy is -82998.1145 eV. Its largest force on an atom is 0.1054 Eh/bohr. For the energy above the lowest of the compared OMol25 structures with the same formula, charge and spin, the calculation gives 139.6 kJ/mol. The spin multiplicity is 1. Its HOMO-LUMO gap is 0.3230 hartree. Its SMILES is Br[C@H]1CS1. Its charge is 0.

Here are the Mulliken charges for atoms 1 to 2, given in e:
1. C -0.4390
2. C -0.1527

Entry from the OMol25 dataset: C2H3CaORb as an isolated structure in a non-equilibrium geometry (ωB97M-V/def2-TZVPD).

Geometry as XYZ:
```
8
Properties=species:S:1:pos:R:3:forces:R:3
C -1.602 -0.129 0.691 -1.588 -1.574 0.160
C -0.575 0.754 0.764 5.893 0.991 0.268
O 0.718 0.284 0.862 -4.200 1.220 -0.036
Rb 1.212 -1.568 -1.062 0.242 -0.333 -0.586
H -2.631 0.215 0.566 0.359 -0.056 0.030
H -1.470 -1.219 0.812 0.087 0.345 -0.123
Ca 2.115 3.606 0.887 -0.680 -0.679 -0.050
H 2.231 -1.942 -3.520 -0.114 0.087 0.336
```
Forces are in eV/Å.

Its HOMO energy (spin up / spin down) is -5.3 / -5.3 eV. The value obtained for the energy is -23254.9845 eV. Its largest force on an atom is 0.1163 Eh/bohr. For the energy above the lowest of the compared OMol25 structures with the same formula, charge and spin, the calculation gives 137.8 kJ/mol. The spin multiplicity is 1. Its HOMO-LUMO gap (spin up / spin down) is 0.1231 / 0.0968 hartree. Its charge is 0.

Here are the Mulliken charges for atoms 1 to 2, given in e:
1. C -0.5875
2. C -0.1009

Entry from the OMol25 dataset: the molecule C2H3Cl2F in a non-equilibrium geometry (ωB97M-V/def2-TZVPD).

Geometry as XYZ:
```
8
Properties=species:S:1:pos:R:3:forces:R:3
C 0.812 -0.149 -0.220 -2.467 -1.678 -2.259
C -0.507 0.136 0.471 -0.614 4.101 -4.369
H 1.612 -0.006 0.440 1.374 -0.511 0.860
H 0.260 -1.241 -0.439 3.576 1.904 -0.350
H -0.730 -0.740 0.881 -0.892 -2.823 3.492
F 1.191 0.520 -1.442 -1.224 -0.965 2.223
Cl -0.941 1.646 1.266 0.490 -0.641 0.038
Cl -1.697 -0.166 -0.957 -0.243 0.613 0.364
```
Forces are in eV/Å.

Its HOMO energy is -11.1 eV. The value obtained for the energy is -29883.0024 eV. Its largest force on an atom is 0.1171 Eh/bohr. For the energy above the lowest of the compared OMol25 structures with the same formula, charge and spin, the calculation gives 204.5 kJ/mol. The spin multiplicity is 1. Its HOMO-LUMO gap is 0.4334 hartree. Its SMILES is FCC(Cl)Cl. Its charge is 0.

Here are the Mulliken charges for atoms 1 to 2, given in e:
1. C -0.1881
2. C -0.1695

Which value of energy does entry 7 give?
-76256.9268 eV

Among the records above, which one has the lowest energy?
number 2

Repeat the seventh record exactly.
Entry from the OMol25 dataset: a 2-piece molecular cluster, C2H3BrO2 overall in a non-equilibrium geometry (ωB97M-V/def2-TZVPD).

Geometry as XYZ:
```
8
Properties=species:S:1:pos:R:3:forces:R:3
C 1.442 0.784 0.170 3.342 -3.121 0.057
C -1.159 -0.769 -0.162 0.634 2.742 -3.155
O 2.195 -0.172 0.316 -0.716 0.022 0.078
O 0.214 0.857 0.079 -5.883 -1.419 -0.686
Br -2.743 0.062 0.292 0.482 -0.082 -0.258
H 1.876 1.717 0.010 0.949 2.474 -0.055
H -1.025 -1.091 -1.261 -0.070 0.995 1.976
H -0.799 -1.388 0.556 1.262 -1.611 2.042
```
Forces are in eV/Å.

Its HOMO energy is -9.6 eV. The value obtained for the energy is -76256.9268 eV. Its largest force on an atom is 0.1184 Eh/bohr. For the energy above the lowest of the compared OMol25 structures with the same formula, charge and spin, the calculation gives 323.3 kJ/mol. The spin multiplicity is 1. Its HOMO-LUMO gap is 0.2921 hartree. Its charge is 0.

Here are the Mulliken charges for atoms 1 to 2, given in e:
1. C 0.1213
2. C -0.1621

energy of number 1 (C2H3BrN2O2)?
-79234.7895 eV